No. 1
{
  "formula": "C26H35AuN5NbO3",
  "method": "ωB97M-V/def2-TZVPD",
  "gap_ev": 3.774,
  "largest_force_ev_per_a": 4.6,
  "lumo_ev": -9.51,
  "homo_ev": -13.28,
  "total_energy_ha": -1703.334259,
  "charge": 2,
  "de_lowest_kj_mol": 43.8,
  "elements": ["H", "H", "H", "Nb", "C", "H", "H", "H", "H", "C", "C", "C", "H", "C", "N", "H", "H", "H", "H", "C", "H", "H", "Au", "N", "H", "C", "N", "N", "H", "H", "N", "C", "H", "C", "H", "C", "H", "H", "H", "C", "C", "H", "H", "C", "O", "C", "C", "C", "H", "C", "O", "C", "H", "C", "O", "H", "C", "H", "H", "C", "H", "H", "H", "H", "H", "C", "C", "C", "H", "C", "C"],
  "coordinates": [[-0.11272, -3.76023, 5.73753], [-2.99123, -0.48482, -3.68896], [0.69644, 3.80413, -1.10974], [-0.19659, 0.23003, 0.09949], [1.80422, -1.88260, 1.66335], [-3.76719, -0.06424, -0.03082], [3.76897, -2.49135, -0.31427], [-1.73353, -3.02474, -1.42162], [-0.91104, 0.35920, -3.31072], [4.36743, -3.00262, 0.44374], [-0.73189, -0.33993, 3.22274], [0.56185, 2.75003, -1.38897], [6.19557, -2.83240, -0.68091], [1.25619, -6.30316, 3.91765], [-0.67615, -0.01375, 2.04574], [3.03243, 0.92792, 1.21184], [6.48467, -4.78988, 3.16580], [-0.37943, -1.32349, -2.92065], [3.63288, 3.71220, 0.68078], [-2.73753, -1.10789, -1.62193], [1.67070, -4.73403, 0.08391], [0.51501, 4.39755, 0.78226], [-2.35611, 1.69249, -1.04706], [-1.50396, -0.33780, -1.37427], [0.85748, -2.45045, 3.90588], [0.95606, -3.53448, 3.89214], [1.01642, -1.63820, 0.56064], [1.64051, -3.79194, 0.45947], [-4.50514, -0.92462, -2.84560], [-2.09144, -2.55298, -3.10335], [0.87837, 1.90874, -0.21169], [-3.53316, -0.42634, -2.74090], [1.20024, 2.49880, -2.25198], [0.92008, -2.81894, -0.20213], [0.44201, 0.07184, -2.16985], [2.90952, 3.32138, -0.04541], [3.07129, 2.27287, 2.36921], [1.38874, -7.38621, 3.91339], [0.16179, -6.25840, 5.78618], [4.52948, -4.08223, 2.60001], [-2.46183, -2.53717, -2.07326], [3.42869, 2.61438, -0.69896], [0.10704, 3.16129, 1.99309], [3.75528, -3.48141, 1.60042], [0.32799, -2.96567, -1.26484], [1.63989, -4.15472, 2.85288], [-3.52336, -1.09786, -0.32586], [5.73905, -3.19432, 0.24076], [4.06379, -4.40574, 3.53206], [2.24189, -3.35732, 1.68738], [2.08825, -1.06936, 2.54642], [5.89997, -4.28489, 2.39415], [1.56381, 4.17009, 2.20267], [-0.54171, -0.31387, -2.52073], [-0.81945, -0.64792, 4.36032], [2.35747, -6.05179, 2.07561], [0.56960, -5.66981, 4.96275], [-3.41192, -3.09081, -2.03996], [7.57462, -4.01056, 1.05222], [0.41723, -4.28522, 4.94327], [-3.73487, 0.63648, -2.52000], [-0.50166, 2.67093, -1.69615], [-4.46037, -1.65144, -0.47234], [2.56590, 4.17449, -0.63747], [-2.95182, -1.57065, 0.48382], [0.93457, 3.65303, 1.46610], [6.50632, -3.84821, 1.21405], [1.79280, -5.55025, 2.86732], [1.68725, 1.16961, 2.35328], [2.41487, 1.68084, 1.71445], [1.77635, 2.62061, 0.71688]]
}


No. 2
{
  "formula": "C26H35B2ClF6N8O7W",
  "method": "ωB97M-V/def2-TZVPD",
  "gap_ev": [7.545, 7.719],
  "multiplicity": 2,
  "largest_force_ev_per_a": 0.4,
  "lumo_ev": [-4.23, -4.09],
  "homo_ev": [-11.77, -11.81],
  "total_energy_ha": -3152.689713,
  "charge": 1,
  "de_lowest_kj_mol": 0.0,
  "elements": ["H", "N", "H", "H", "F", "C", "H", "C", "N", "H", "F", "H", "Cl", "O", "H", "C", "H", "C", "C", "H", "C", "H", "O", "C", "C", "C", "H", "H", "N", "W", "H", "H", "F", "N", "N", "H", "C", "H", "C", "C", "H", "C", "B", "O", "H", "C", "H", "O", "B", "O", "H", "C", "H", "C", "H", "H", "C", "C", "N", "C", "C", "C", "H", "O", "H", "F", "C", "N", "H", "H", "H", "H", "C", "H", "F", "H", "N", "C", "O", "C", "H", "H", "C", "H", "H", "F"],
  "coordinates": [[1.76272, -5.44802, -1.13330], [-2.14463, -1.71945, 0.55669], [-4.72111, 0.00991, -0.40590], [2.88651, 6.08906, 0.26335], [1.53772, -1.03084, -5.13701], [1.63100, 0.94286, 3.28220], [0.51663, 7.00065, -0.33459], [-2.28567, 1.61059, -0.86802], [-3.25742, -3.77712, 2.32833], [-0.87704, 5.94797, -0.03417], [-2.10034, -0.60595, -3.15498], [3.21432, -1.98143, -1.59955], [3.64597, 0.91373, -0.23868], [0.45836, 3.83087, 0.80102], [1.85361, 1.16388, 4.32328], [-2.30705, -5.53088, 3.37114], [-2.18489, 2.31708, -0.04125], [1.04857, 4.95671, 0.08330], [1.13341, 4.41645, -1.38594], [2.27396, 5.40618, 1.77300], [2.41029, 5.21573, 0.70890], [-1.18517, -2.71731, 4.15636], [0.39558, 1.45236, 0.46643], [-0.13807, 4.66344, -2.18496], [-3.75115, -0.38502, -0.16043], [1.51656, -1.10567, -3.81095], [-2.18571, -6.40464, 3.98801], [-0.78018, 1.44635, -3.45678], [0.34075, -0.82154, 2.06026], [0.60066, -0.35870, -0.00799], [2.56793, 0.76565, 2.75710], [-0.29600, -5.10520, 2.52154], [1.59635, -2.39217, -3.46389], [-0.16950, -3.27309, 0.31242], [-1.54548, -0.58610, 0.07906], [-0.04132, 0.83842, -4.94542], [2.34850, 4.87982, -2.16134], [-3.13170, 1.91912, -1.47938], [1.28578, -4.58409, -0.70530], [0.04131, -4.52064, -0.10845], [-1.02087, 4.32465, -1.63995], [-3.48922, -4.79136, 3.14580], [-1.23227, -2.71891, 1.30220], [0.44503, -0.29490, -1.84286], [-4.83360, -5.84432, 4.42762], [-0.57400, -1.95374, 3.70322], [-0.69385, -5.28889, 0.06176], [3.40927, 1.92390, 0.75185], [0.71162, 2.72530, 0.05488], [1.22517, 2.97049, -1.19276], [0.97510, 1.54595, -3.66491], [0.25751, -0.42118, -3.22753], [3.65266, -3.68766, -1.57658], [-3.46684, -1.60910, 0.41652], [0.14888, 6.46424, 1.30578], [1.15879, 1.81589, 2.83222], [0.73839, -0.24328, 3.21519], [-2.52601, 0.23822, -0.34183], [-1.94207, -3.85008, 1.98698], [-1.34898, -4.90009, 2.62695], [0.17646, -0.94339, 4.27527], [-0.99482, -1.30473, -3.43903], [-0.07825, 4.11601, -3.12629], [2.51688, -0.29195, 0.17251], [3.27295, 4.57478, -1.67555], [-0.98078, -2.37463, -2.63779], [0.09032, 0.94627, -3.87062], [0.90090, -2.49706, -0.02793], [-4.10626, -2.39850, 0.76846], [-5.24771, -4.14487, 4.17640], [3.79159, -2.70672, -0.11090], [-1.38079, 1.67117, -1.46840], [0.14850, 6.16230, 0.25915], [2.34712, 5.96670, -2.25657], [2.60752, -0.47926, -3.34209], [-0.26172, 5.72113, -2.41545], [-0.45932, -1.87877, 2.37677], [3.19201, -2.88619, -1.00330], [4.86678, 0.20561, -0.04633], [-4.85523, -5.04009, 3.69517], [2.32746, 4.45521, -3.16549], [0.30409, -0.73486, 5.32256], [1.81388, -3.30119, -0.61523], [3.07161, 4.35761, 0.59781], [-5.54653, -5.32203, 2.90087], [-1.07541, -1.71660, -4.70264]]
}


No. 3
{
  "formula": "C26H35BCdCl7F6N5O5S4Sb",
  "method": "ωB97M-V/def2-TZVPD",
  "gap_ev": 7.610,
  "largest_force_ev_per_a": 2.9,
  "lumo_ev": 2.13,
  "homo_ev": -5.48,
  "total_energy_ha": -7508.004306,
  "charge": -1,
  "elements": ["C", "Cl", "C", "Cl", "O", "C", "C", "H", "C", "H", "H", "H", "C", "C", "C", "Cl", "H", "C", "H", "H", "O", "C", "O", "C", "Cd", "N", "H", "H", "C", "H", "C", "C", "C", "H", "H", "H", "Cl", "C", "H", "H", "C", "H", "H", "H", "H", "H", "N", "C", "F", "Cl", "F", "H", "Cl", "C", "H", "Sb", "F", "H", "H", "F", "H", "H", "O", "H", "Cl", "C", "S", "H", "C", "S", "N", "H", "C", "S", "C", "C", "H", "F", "N", "O", "H", "N", "C", "S", "C", "H", "H", "F", "B", "H", "H"],
  "coordinates": [[3.47260, 1.64350, 0.83140], [-3.34260, 2.42380, 5.11300], [1.75930, 0.21010, -3.70680], [-4.04680, 2.68010, -0.21960], [-0.49990, -1.44690, -4.07740], [-1.98580, 1.35070, 0.87200], [-1.71220, 1.21740, 3.31980], [1.45150, -6.01430, 0.28990], [-0.31610, -6.20300, -0.90890], [-1.44000, 3.06450, -1.54410], [-1.32940, -5.80330, -0.94260], [0.41960, 5.01230, -3.86850], [3.48060, -3.90070, -1.03040], [0.95150, 4.59700, -3.03770], [1.23050, 3.65430, -1.07420], [-2.38410, -1.62650, -1.49060], [4.53420, 4.63680, 1.12960], [-3.56680, 2.43840, 2.41830], [-3.59590, -0.94140, 0.43980], [3.96030, -3.43000, -0.17700], [0.25790, -1.00960, -1.79080], [0.69950, -2.94700, 3.22010], [-1.58490, 1.09530, -0.30380], [0.43490, -5.61780, 0.27610], [0.65420, 0.74790, -0.59390], [0.29910, 4.14660, -1.92540], [-0.38590, -7.29240, -0.82820], [4.16190, -3.79850, -1.87650], [-0.27210, -6.01430, 1.55700], [2.36190, -2.13470, -1.39020], [4.55930, -1.46860, -4.96890], [-1.32560, 0.87400, 2.03890], [1.65930, -3.04650, 2.03840], [3.44750, -4.18330, 1.54680], [3.10590, 4.58110, -3.47340], [3.02450, -0.20290, 2.58660], [-2.93900, -3.13420, 0.94630], [4.20470, 3.63770, 1.32020], [4.03740, 2.24960, -1.86870], [-0.41580, -7.09450, 1.60240], [4.07340, 2.96700, 2.48880], [3.98300, 0.56630, 3.87670], [-1.62570, 4.48900, -2.59210], [2.10800, -2.06640, 1.84770], [0.44390, -3.93830, 3.58570], [1.48500, -4.72960, -2.72240], [3.61290, 1.71670, 2.17760], [2.27340, 4.38010, -2.83400], [-0.81610, 0.78080, -3.08150], [0.00960, -0.17880, 1.77800], [1.59330, 1.50180, -3.13410], [-1.38820, 4.69090, -0.83850], [-5.00450, 3.34790, 2.65950], [-3.14660, 2.13190, 1.13840], [4.63280, 4.08970, -1.35580], [0.51200, -3.37640, 0.12600], [4.61410, -2.70930, -4.47970], [0.30080, -5.71910, 2.42720], [3.32370, -4.96120, -0.83210], [5.72110, -1.22710, -5.58410], [3.35610, -3.63350, 3.21740], [0.73410, -3.15200, -2.98060], [5.12600, -0.59720, -2.58020], [4.26490, 3.26950, 3.49710], [-0.80540, 0.65660, 4.65920], [2.77220, -4.02390, 2.37930], [4.23220, -0.19940, -3.60900], [2.36700, -4.98850, 2.67820], [-1.11930, 4.09670, -1.71340], [0.15530, -0.58910, -3.15720], [2.70220, -0.55100, -3.27500], [-1.24960, -5.54250, 1.61130], [1.66080, -3.65560, -2.71250], [3.01710, 0.19400, 0.03250], [-2.83880, 2.00640, 3.52570], [3.20490, 0.72310, 3.12920], [0.17310, -5.97130, -1.85200], [1.54800, 0.45750, -5.03270], [3.83640, 2.81650, 0.29690], [4.40000, 1.05870, -4.25700], [-0.23150, -2.45150, 2.95760], [2.44330, 3.79540, -1.61210], [-3.53630, -1.87190, -0.12410], [0.78770, 3.08720, 0.47850], [2.17190, -3.20710, -1.35400], [2.28130, 1.03920, 3.61970], [2.39620, -3.42260, -3.48200], [3.60560, -1.45340, -5.90490], [3.83950, 3.21530, -1.19820], [-4.50170, -2.17660, -0.52440], [1.15750, -2.39480, 4.04110]]
}